The following is a quantum chemistry calculation of C35H82N3O8Y as an isolated structure, from the Open Molecules 2025 dataset.

The geometry in XYZ format:
```
129
Properties=species:S:1:pos:R:3
Y -9.12 1.63 4.09
C -2.22 -0.23 2.97
C -3.56 -0.85 2.53
O -4.73 -0.25 3.09
H -2.31 0.79 2.59
H -1.38 -0.66 2.42
H -2.05 -0.22 4.04
H -3.59 -1.90 2.84
H -3.66 -0.97 1.45
O -6.80 -4.21 5.28
H -6.04 -4.78 5.42
H -6.43 -3.41 4.91
O -7.77 -1.29 -1.35
H -7.51 -2.04 -1.89
H -7.08 -1.23 -0.68
C 5.37 1.54 -1.57
C 6.02 2.69 -2.30
C 7.26 3.03 -1.44
C 8.21 3.97 -2.10
C 8.60 3.36 -3.45
C 7.46 3.02 -4.38
N 6.39 2.28 -3.62
O 5.27 1.84 -4.37
C 6.98 4.35 -5.03
C 8.09 2.13 -5.48
C 5.05 3.94 -2.22
H 5.47 1.58 -0.49
H 5.77 0.58 -1.90
H 4.35 1.26 -1.81
H 6.94 3.51 -0.52
H 7.81 2.09 -1.34
H 9.07 4.10 -1.45
H 7.78 4.96 -2.24
H 9.30 2.55 -3.24
H 9.13 4.23 -3.85
H 7.54 4.60 -5.93
H 5.95 4.27 -5.38
H 7.23 5.22 -4.43
H 8.84 2.69 -6.04
H 8.54 1.21 -5.11
H 7.30 1.87 -6.18
H 4.17 3.63 -2.79
H 5.42 4.79 -2.79
H 4.84 4.25 -1.20
H 5.50 0.92 -4.54
C -3.22 2.83 -5.02
C -3.02 4.03 -4.19
C -2.08 5.03 -4.93
C -2.01 6.45 -4.41
C -3.45 6.95 -4.47
C -4.52 6.02 -3.77
N -4.38 4.58 -4.16
O -5.35 3.77 -3.55
C -4.57 6.24 -2.28
C -5.88 6.47 -4.33
C -2.37 3.61 -2.83
H -3.81 2.01 -4.61
H -2.20 2.55 -5.25
H -3.66 2.89 -6.01
H -1.05 4.67 -4.92
H -2.32 5.07 -5.99
H -1.37 7.12 -4.98
H -1.65 6.46 -3.38
H -3.84 7.03 -5.49
H -3.45 7.99 -4.17
H -4.58 7.32 -2.15
H -5.50 5.90 -1.81
H -3.67 5.84 -1.81
H -6.00 6.28 -5.39
H -6.72 6.01 -3.81
H -5.98 7.54 -4.14
H -3.15 3.29 -2.14
H -1.83 4.44 -2.38
H -1.70 2.77 -3.01
H -5.10 3.83 -2.63
C 3.63 -5.08 5.54
C 3.23 -4.19 4.34
C 4.39 -4.23 3.29
C 4.45 -5.53 2.37
C 3.13 -5.95 1.81
C 1.95 -5.88 2.82
N 1.96 -4.70 3.72
O 0.88 -4.59 4.59
C 0.77 -5.77 1.86
C 1.96 -7.23 3.56
C 3.11 -2.63 4.73
H 4.47 -4.70 6.11
H 3.90 -6.06 5.15
H 2.74 -5.20 6.16
H 4.30 -3.36 2.63
H 5.36 -4.05 3.75
H 4.92 -6.29 2.99
H 5.15 -5.34 1.56
H 3.21 -6.99 1.52
H 2.94 -5.34 0.92
H 0.63 -4.80 1.39
H 0.91 -6.52 1.09
H -0.20 -5.92 2.34
H 1.18 -7.28 4.31
H 1.81 -8.16 3.01
H 2.96 -7.35 3.99
H 3.95 -2.17 5.24
H 2.23 -2.46 5.35
H 2.91 -2.10 3.80
H 0.60 -3.69 4.43
C -3.07 -0.44 9.60
C -3.35 -0.79 11.00
C -3.14 0.37 11.99
O -4.69 -1.14 11.02
H -3.17 -1.34 9.00
H -2.05 -0.06 9.52
H -3.67 0.40 9.25
H -2.86 -1.71 11.31
H -2.28 0.98 11.74
H -3.07 -0.03 13.00
H -4.02 1.01 11.89
H -5.18 -0.38 10.70
C -5.33 -5.60 -5.98
C -5.82 -6.08 -4.56
C -4.81 -5.86 -3.48
O -6.86 -5.16 -4.30
H -4.92 -4.59 -5.99
H -6.12 -5.68 -6.72
H -4.59 -6.23 -6.46
H -6.21 -7.08 -4.76
H -4.07 -6.63 -3.69
H -5.28 -6.00 -2.51
H -4.34 -4.88 -3.45
H -7.48 -5.33 -5.02
```

Highest occupied orbital energy ... -11.4 eV
Molecular weight ... 762.0 g/mol
Frontier orbital gap ... 1.191 eV
E_LUMO ... -10.190 eV
Multiplicity ... 1
Charge ... +2

Löwdin population analysis, charges in e, atoms 1 to 5: 1.0120, -0.0703, -0.3256, -0.0904, 0.0748

---

The following is a quantum chemistry calculation of a 11-piece molecular cluster, C35H83N9O13 overall, from the Open Molecules 2025 dataset.

The geometry in XYZ format:
```
140
Properties=species:S:1:pos:R:3
C -2.72 6.19 -0.60
N -2.28 5.60 -1.87
C -1.07 5.78 -2.46
C -0.09 6.78 -1.89
O -0.72 5.16 -3.48
H -1.94 6.03 0.14
H -3.61 5.77 -0.12
H -2.92 7.26 -0.66
H -2.91 4.94 -2.30
H -0.51 7.64 -1.38
H 0.43 7.24 -2.73
H 0.62 6.31 -1.21
C 5.43 0.03 -4.50
N 4.34 -0.79 -5.03
C 3.82 -0.71 -6.28
C 2.89 -1.77 -6.73
O 4.27 0.13 -7.06
H 6.23 0.26 -5.22
H 5.81 -0.32 -3.54
H 5.05 0.98 -4.12
H 3.93 -1.46 -4.39
H 1.85 -1.49 -6.59
H 3.03 -2.72 -6.20
H 3.08 -1.93 -7.79
C -4.75 -4.71 -0.88
N -5.69 -5.76 -0.66
C -5.85 -6.47 0.51
C -7.09 -7.28 0.65
O -5.05 -6.38 1.42
H -3.76 -4.89 -0.46
H -5.25 -3.86 -0.41
H -4.61 -4.59 -1.95
H -6.40 -5.86 -1.38
H -6.76 -8.27 0.96
H -7.65 -7.36 -0.28
H -7.83 -6.94 1.37
C -5.81 -1.74 -6.63
N -4.94 -0.60 -6.84
C -3.95 -0.49 -7.71
C -3.17 0.76 -7.66
O -3.71 -1.33 -8.53
H -5.47 -2.64 -7.14
H -6.87 -1.54 -6.84
H -5.74 -1.87 -5.55
H -5.19 0.25 -6.35
H -2.12 0.49 -7.84
H -3.15 1.30 -6.71
H -3.52 1.46 -8.42
C 0.34 0.91 0.49
N 0.51 -0.42 0.01
C 0.18 -0.93 -1.18
C -0.60 -0.09 -2.20
O 0.49 -2.08 -1.46
H -0.65 0.87 0.93
H 0.48 1.66 -0.28
H 1.12 1.05 1.25
H 0.91 -1.09 0.65
H 0.11 0.63 -2.60
H -1.43 0.46 -1.76
H -0.97 -0.70 -3.02
C -2.79 -1.96 4.76
N -2.82 -0.52 5.20
C -3.64 0.45 4.71
C -3.46 1.86 5.28
O -4.51 0.25 3.84
H -2.25 -2.62 5.44
H -2.31 -2.06 3.79
H -3.80 -2.37 4.67
H -2.05 -0.25 5.79
H -4.39 2.37 5.55
H -3.07 2.45 4.45
H -2.76 1.95 6.10
C -7.93 1.47 -1.57
N -8.29 2.12 -2.80
C -7.45 2.75 -3.64
C -8.04 3.36 -4.91
O -6.25 2.78 -3.44
H -8.28 0.44 -1.54
H -8.43 1.95 -0.73
H -6.86 1.52 -1.35
H -9.23 1.95 -3.13
H -9.09 3.10 -5.06
H -7.53 2.96 -5.78
H -7.98 4.45 -4.86
C 1.92 5.37 5.41
N 2.53 6.65 4.93
C 2.27 7.23 3.75
C 3.15 8.50 3.45
O 1.50 6.81 2.95
H 2.75 4.70 5.63
H 1.39 4.94 4.57
H 1.20 5.34 6.23
H 3.06 7.16 5.63
H 3.02 9.37 4.09
H 2.79 8.94 2.52
H 4.22 8.34 3.32
C 5.65 -3.19 0.35
N 5.21 -3.85 -0.85
C 5.88 -4.68 -1.65
C 7.25 -5.11 -1.25
O 5.41 -5.02 -2.74
H 4.96 -2.41 0.71
H 6.60 -2.66 0.26
H 5.80 -4.01 1.05
H 4.22 -3.82 -1.04
H 7.80 -4.55 -0.48
H 7.97 -5.10 -2.07
H 7.33 -6.07 -0.75
C 0.81 -6.52 3.20
O 1.07 -6.41 4.61
C 0.32 -7.31 5.42
C 0.65 -7.31 6.92
O 0.30 -5.97 7.37
C 0.36 -5.92 8.76
H 1.32 -5.69 2.70
H -0.25 -6.48 2.99
H 1.24 -7.46 2.85
H 0.47 -8.34 5.10
H -0.74 -7.19 5.23
H 1.74 -7.35 6.91
H 0.25 -8.11 7.53
H 0.08 -4.94 9.15
H 1.38 -6.14 9.07
H -0.33 -6.64 9.20
C 8.71 2.17 2.39
O 7.67 2.23 1.48
C 6.61 3.16 1.90
C 5.79 3.63 0.73
O 6.51 4.33 -0.26
C 6.67 5.73 0.00
H 8.43 1.92 3.41
H 9.28 3.09 2.52
H 9.44 1.48 1.96
H 7.10 4.00 2.39
H 6.08 2.65 2.70
H 4.92 4.20 1.05
H 5.42 2.69 0.33
H 5.68 6.12 0.22
H 6.88 6.25 -0.94
H 7.31 5.97 0.85
```

Highest occupied orbital energy ... -8.9 eV
Molecular weight ... 838.1 g/mol
Frontier orbital gap ... 8.837 eV
Energy above the lowest of the compared OMol25 structures with the same formula, charge and spin ... 1.795 eV
SMILES ... CNC(C)=O.CNC(C)=O.CNC(C)=O.CNC(C)=O.CNC(C)=O.CNC(C)=O.CNC(C)=O.CNC(C)=O.CNC(C)=O.COCCOC.COCCOC
E_LUMO ... -0.048 eV
Multiplicity ... 1
Charge ... 0

Löwdin population analysis, charges in e, atoms 1 to 5: -0.0841, 0.0186, -0.5369, -0.0125, 0.0041